Record 1
A molecular structure, C4H4O2V in a non-equilibrium geometry. Source: the OMol25 dataset; level of theory: wB97M-V/def2-TZVPD.

Calculated values
- Molecular weight: 135.0 g mol⁻¹
- Gap between HOMO and LUMO (spin up / spin down): 9.30 / 9.57 eV
- E: -1248.50212 Ha
- LUMO (spin up / spin down): -9.12 / -9.21 eV
- HOMO level (spin up / spin down): -18.42 / -18.78 eV
- Largest force on an atom: 2.8 eV/A
- ⟨S²⟩: 3.78

```
! wB97M-V def2-TZVPD RIJCOSX def2/J DEFGRID3
* xyz 2 4
H 1.40708 -1.08482 0.17923
O 2.56831 -0.15091 -2.91473
C 1.94152 0.38147 -2.15068
C 1.25547 0.77267 -0.96224
C 0.60641 -0.43945 -0.24888
C -0.33385 -0.00919 0.83061
O -1.25684 -0.77811 1.18906
V -1.40055 0.95277 2.13886
H 0.50102 1.51620 -1.27283
H 2.01199 1.28203 -0.33907
H 0.05878 -1.08403 -0.95021
*
```

=====

Record 2
A molecular structure, C4H7N3O in a non-equilibrium geometry. Source: the OMol25 dataset; level of theory: wB97M-V/def2-TZVPD.

Calculated values
- Molecular weight: 113.1 g mol⁻¹
- Gap between HOMO and LUMO: 9.98 eV
- E: -395.91045 Ha
- LUMO: 0.58 eV
- HOMO level: -9.40 eV
- Largest force on an atom: 9.4 eV/A

```
! wB97M-V def2-TZVPD RIJCOSX def2/J DEFGRID3
* xyz 0 1
C 0.28555 1.34467 0.17532
C -1.08096 -0.09302 -1.24445
C -0.89280 -1.62642 -1.05902
C 0.33304 -1.21403 0.04507
H 2.34930 1.82806 2.52984
H 2.09080 0.12917 1.86816
H -0.64110 2.16385 -0.45495
H -0.86981 0.50019 -2.31472
H -2.14290 0.15835 -0.91174
H -0.94535 -2.02401 -2.14181
H -1.85164 -2.16900 -0.72428
N 1.61131 1.02195 2.29250
N 0.88622 1.91286 1.21418
N 0.07195 -0.01114 -0.25631
O 0.79639 -1.92149 0.98221
*
```

=====

Record 3
16 unconnected molecules or ions with the total composition C4H30BO23 in a non-equilibrium geometry. Source: the OMol25 dataset; level of theory: wB97M-V/def2-TZVPD.

Calculated values
- Molecular weight: 457.1 g mol⁻¹
- Gap between HOMO and LUMO: 9.75 eV
- E: -1926.14765 Ha
- LUMO: 1.26 eV
- HOMO level: -8.50 eV
- Largest force on an atom: 5.7 eV/A

```
! wB97M-V def2-TZVPD RIJCOSX def2/J DEFGRID3
* xyz -1 1
O -0.49764 2.38379 -2.24990
C -0.09370 1.47933 -1.56315
O 0.08680 0.19110 -1.81189
B 0.44710 -0.51214 -0.59652
O 0.80986 0.55138 0.42356
C 0.32698 1.71256 -0.09935
O 0.37301 2.87538 0.46751
O 1.46036 -1.58544 -0.68094
C 1.04623 -2.65791 -0.09404
O 1.66529 -3.62766 0.15675
C -0.46793 -2.46142 0.24340
O -0.75081 -1.27728 -0.16888
O -1.22713 -3.25619 0.73993
O 2.04694 -5.17446 -2.12225
H 1.18995 -5.58850 -2.02049
H 2.11368 -4.57510 -1.37891
O -3.94721 -3.65722 1.43350
H -3.09110 -3.44763 1.06017
H -3.83544 -3.53135 2.37578
O 1.36604 -0.66326 2.94492
H 1.33290 0.07597 3.55210
H 0.44982 -0.90726 2.81365
O -1.02612 5.30114 0.04844
H -0.38979 6.00882 -0.05405
H -0.49478 4.52350 0.21930
O 3.44828 1.29459 1.14805
H 2.83321 1.50416 1.85090
H 3.14587 0.45262 0.80764
O 0.30673 2.07840 -5.01686
H 0.02692 2.08748 -4.10152
H -0.27739 2.69906 -5.45254
O -0.87682 -5.97618 -1.34156
H -1.13721 -5.25326 -1.91236
H -0.70887 -5.56426 -0.49402
O -2.61829 1.22138 0.89012
H -2.47653 0.36795 1.29976
H -2.01635 1.80947 1.34625
O 3.14444 -2.85590 2.65971
H 2.49089 -2.15809 2.61315
H 2.87190 -3.48492 1.99166
O 1.66156 2.28964 2.88581
H 1.08456 2.49441 3.62159
H 1.21375 2.65233 2.12150
O -1.01941 -2.78613 3.87448
H -1.69290 -3.27744 4.34486
H -0.62540 -3.42618 3.28176
O -2.96746 4.21766 -1.88884
H -2.22878 4.52690 -1.36449
H -2.59740 3.53043 -2.44293
O 1.17637 -1.95589 -4.15398
H 0.23323 -2.11361 -4.11100
H 1.34736 -1.33007 -3.45017
O 0.98142 4.69885 -3.50564
H 0.66932 4.08857 -2.83753
H 0.18479 5.02106 -3.92729
O -1.66378 3.30566 2.54685
H -1.88995 4.06363 2.00781
H -0.91735 3.59751 3.07021
*
```

=====

Record 4
CHN3O3 in the gas phase in a non-equilibrium geometry. Source: the OMol25 dataset; level of theory: wB97M-V/def2-TZVPD.

Calculated values
- Molecular weight: 103.0 g mol⁻¹
- Gap between HOMO and LUMO (spin up / spin down): 8.32 / 8.31 eV
- E: -428.41746 Ha
- LUMO (spin up / spin down): -2.29 / -2.30 eV
- HOMO level (spin up / spin down): -10.61 / -10.61 eV
- Largest force on an atom: 5.0 eV/A
- SMILES: O=N/C=N/[N+](=O)[O-]

```
! wB97M-V def2-TZVPD RIJCOSX def2/J DEFGRID3
* xyz 0 1
O -2.31807 -1.29404 -0.12682
N -1.15322 -1.37096 -0.27200
C -0.05994 -0.67814 -0.10810
N 0.98680 -0.88779 0.65716
N 2.15921 -0.54818 0.13370
O 3.14904 -0.91484 0.71479
O 2.21772 0.02839 -0.91628
H 0.26183 -0.09489 -1.05099
*
```